No. 1
Density functional theory data (ωB97M-V/def2-TZVPD) for a cluster of 5 separate species, C21H52FNO19P4S in total in a non-equilibrium geometry.

```
99
Properties=species:S:1:pos:R:3:forces:R:3
C -3.68426 -2.10135 -1.67086 -0.5381 1.3142 -1.6295
C -2.61879 -2.09129 -2.94400 2.9936 0.8347 0.0381
C -2.96686 -2.83503 -4.40099 0.1747 0.6061 0.6206
N -1.38853 -1.43869 -2.91532 -5.8372 -0.2770 -1.7293
C -1.54359 0.01306 -2.52190 1.2274 0.0433 1.9286
C 0.00834 0.62607 -2.43565 -0.8091 -0.4890 2.4457
O 0.72841 0.57003 -3.71847 -2.2172 2.3732 -0.5599
S 0.04606 1.75541 -4.73968 2.1636 3.8576 -4.3836
O 0.16432 3.20830 -4.18901 -0.6464 -5.4957 -0.8262
O 0.67995 1.63696 -6.17088 -2.2415 -0.3790 5.7517
C -1.77793 1.27803 -4.95389 -0.8293 -2.1921 0.4635
C -2.50192 0.90577 -3.50725 0.0518 1.4690 0.2346
C -2.90010 2.27546 -2.63359 -1.1513 -1.0249 0.3249
C -3.90975 3.26474 -3.46726 -0.0018 0.4461 -0.0594
F -5.28260 3.33388 -2.84315 2.9389 -0.3251 -1.0681
H -3.20799 -2.44514 -0.65810 -0.8053 0.5625 -2.2232
H -4.06723 -0.97696 -1.55611 0.7617 -2.4184 -0.0363
H -4.61878 -2.72528 -2.01028 1.9275 1.0505 0.9784
H -4.09816 -3.12300 -4.48250 2.1985 0.3698 0.3552
H -2.75530 -1.99481 -5.22167 -0.3296 -1.9852 1.8650
H -2.27461 -3.75833 -4.59699 -1.3429 1.7911 0.3833
H -1.96503 0.09231 -1.41305 0.7852 0.2297 -2.1585
H 0.62593 -0.06225 -1.68208 -1.3417 1.4343 -1.8552
H 0.01026 1.71303 -1.94798 0.0058 -2.2480 -1.4307
H -1.75960 0.26844 -5.58703 0.3400 2.2274 1.3423
H -2.37519 2.05339 -5.59577 1.6495 -1.1066 1.4415
H -3.53526 0.40831 -3.77656 2.1637 0.6358 0.6001
H -1.95543 2.80387 -2.18111 -1.9022 -0.8253 -1.2284
H -3.53050 1.86160 -1.70837 1.3219 1.0047 -1.9301
H -4.10525 2.92093 -4.58670 0.3942 0.6361 2.5237
H -3.48042 4.35710 -3.46691 -1.0786 -2.1425 0.0114
C 2.63362 3.04059 -1.64599 -0.5725 0.1746 -0.4507
O 3.73948 3.07597 -0.76116 2.2966 -1.2538 -2.4838
P 4.35130 1.51874 -0.32110 -3.1077 0.7657 9.4407
O 3.08364 1.30480 0.51944 -0.1265 -0.6954 -1.5640
O 5.51662 2.18155 0.64222 0.1724 -0.5421 -1.6578
C 5.70681 3.57378 0.76964 0.2649 0.7462 0.0446
O 4.96315 -0.03840 0.11907 1.6790 0.8252 -3.1506
C 4.55301 -0.62997 1.34009 -0.7272 -0.1601 0.2184
H 2.39522 4.06427 -1.94602 0.1809 -0.1376 0.0192
H 2.88638 2.45653 -2.53495 -0.2780 0.2135 -0.0643
H 1.75828 2.61123 -1.15342 0.2126 -0.0263 0.0430
H 4.82790 4.04369 1.22097 0.0372 -0.0245 -0.2205
H 5.93331 4.02184 -0.20250 -0.1670 0.0885 0.2306
H 6.56196 3.74988 1.42778 -0.0461 -0.3315 -0.0804
H 3.52846 -0.99687 1.25357 0.0597 0.1563 0.1919
H 4.64246 0.07555 2.17039 -0.1281 0.0607 -0.1567
H 5.20042 -1.48835 1.54051 0.1902 0.1583 -0.3994
C 1.87888 -2.62470 -3.61394 0.2913 0.7725 0.2598
O 1.56218 -3.77893 -4.37192 -3.0196 -0.7738 1.8964
P 1.72592 -5.26797 -3.50652 8.0290 -2.7349 -5.2101
O 3.24950 -5.07874 -3.55302 -0.8425 0.4674 1.4187
O 1.26454 -6.15320 -4.82134 -1.0890 0.4631 1.2160
C 0.87088 -5.56592 -6.04235 -0.2841 0.1945 -0.6221
O 1.88969 -6.75702 -2.64126 -3.4241 1.1659 0.7979
C 3.07787 -7.51747 -2.77909 0.7775 0.2283 0.1329
H 1.63994 -1.74043 -4.21038 -0.1487 -0.2444 0.0527
H 1.28613 -2.60802 -2.69545 0.0586 0.2980 -0.1191
H 2.94378 -2.60175 -3.37171 -0.0850 -0.1752 0.0110
H 1.70324 -5.01692 -6.49264 -0.1728 0.0940 0.1351
H 0.00649 -4.91182 -5.89378 0.2394 0.0549 -0.1687
H 0.57543 -6.36106 -6.73221 0.0639 -0.1181 0.3078
H 3.89220 -7.04426 -2.22706 0.0167 -0.0566 -0.2653
H 3.34603 -7.64386 -3.83137 -0.0068 0.1978 0.0897
H 2.90633 -8.50515 -2.34184 -0.4218 0.1790 0.0575
C -4.17506 2.11223 5.70997 0.0414 0.0097 0.7350
O -4.36301 2.36857 4.32936 -1.0414 -3.3823 -0.6978
P -3.21454 1.58974 3.29621 4.5122 8.5736 -2.4999
O -2.14874 2.56673 3.81469 -0.1340 -1.5418 0.7316
O -3.90511 2.23341 1.94194 -0.2915 -1.6271 0.6208
C -5.06460 3.03648 1.97921 -0.7279 0.3932 -0.1118
O -2.06610 0.81104 2.26301 -2.7380 -2.5701 0.5161
C -0.93653 1.53423 1.80464 0.6275 0.4225 0.4544
H -5.00797 2.55465 6.26250 0.0109 -0.0985 -0.2116
H -4.15857 1.03396 5.88976 -0.0579 0.1648 0.2681
H -3.24568 2.56416 6.06382 -0.0516 -0.1034 -0.1393
H -4.87450 3.96357 2.52817 -0.0797 -0.1969 0.0825
H -5.90035 2.48548 2.42082 0.0907 0.2802 0.0264
H -5.33986 3.29887 0.95411 0.2510 -0.2196 0.0090
H -0.21210 1.65021 2.61306 -0.0636 0.1854 -0.1708
H -1.22765 2.50858 1.40330 -0.0485 -0.0179 0.2073
H -0.45939 0.95712 1.00751 -0.2855 -0.2952 0.0893
C 1.78727 -0.84793 4.57314 0.1769 -0.5437 -0.4058
O 1.11158 0.16933 5.29128 2.7120 2.2874 -0.4260
P 1.80303 0.53256 6.83495 -7.7575 -3.8032 5.0559
O 1.28424 -0.82238 7.33917 1.6301 0.0411 -0.5276
O 0.65985 1.68266 7.14424 1.6911 0.2142 -0.5405
C -0.34108 2.03918 6.21593 -0.4222 0.3659 -0.5746
O 2.49433 0.89582 8.37862 1.9079 2.0580 -2.3470
C 1.94736 0.30471 9.54501 -0.0836 -0.7850 0.1400
H 1.34358 -0.92399 3.57709 0.0383 0.2058 0.1123
H 2.84615 -0.59413 4.47507 -0.0872 -0.2049 -0.2298
H 1.67920 -1.81210 5.07503 0.0527 0.1477 0.0828
H -1.00408 1.19154 6.01864 0.2134 0.0646 -0.1486
H 0.10770 2.40805 5.28876 -0.3502 -0.1979 0.0871
H -0.94076 2.84740 6.64327 0.2842 -0.0519 0.1562
H 2.23519 -0.74677 9.60289 -0.2591 0.0768 0.0110
H 0.85944 0.40983 9.56802 0.0919 -0.1095 -0.1622
H 2.36559 0.81500 10.41726 0.1988 0.2506 -0.3332
```
Positions in Å, forces in eV/Å.

Electronic energy (a.u.): -4178.4605
Gap between HOMO and LUMO (eV): 6.10
Highest occupied orbital energy (eV): -9.202
SMILES: CC(C)=N[C@H]1COS(=O)(=O)C[C@@H]1CCF.COP(=O)(OC)OC.COP(=O)(OC)OC.COP(=O)(OC)OC.COP(=O)(OC)OC

These are the Löwdin partial charges, in e, on atoms 1 to 2: -0.056 -0.251



No. 2
Density functional theory data (ωB97M-V/def2-TZVPD) for a cluster of 4 separate species, C21H53ClNO2PSSi in total in a non-equilibrium geometry.

```
81
Properties=species:S:1:pos:R:3:forces:R:3
C -0.60412 1.95579 -1.49617 -0.6431 -0.2986 0.8104
C -2.00316 2.14323 -0.80221 0.9055 0.6428 -0.2167
C -2.97011 3.06423 -1.60086 0.4084 0.0662 0.5757
Cl -3.23719 4.60280 -0.62561 -0.0465 -0.3278 -0.3694
Si -4.64338 2.27187 -2.06904 0.9231 1.3692 -0.1373
N -6.00030 3.27823 -1.51955 0.6789 -1.6334 -0.2753
S -4.68475 2.12266 -4.23789 0.1034 -0.2355 0.0693
P -5.01761 0.23540 -1.28813 -1.7168 -1.6986 0.0051
O -4.11841 -0.92485 -2.10293 -0.4128 0.9312 1.0629
O -4.70061 0.15741 0.36993 1.4584 0.3828 -1.4679
H -0.57459 2.37770 -2.50323 0.0565 -0.2636 0.0426
H 0.17151 2.43342 -0.88947 -0.0759 0.0429 -0.2501
H -0.38531 0.88345 -1.47542 0.2202 0.1842 -0.4566
H -2.41432 1.16239 -0.54372 -0.2039 0.2161 -0.1247
H -1.78741 2.66210 0.13623 -0.3254 -0.3109 0.0153
H -2.43658 3.40099 -2.49726 -0.3592 0.0476 0.1209
H -6.78353 2.62514 -1.47212 -0.3353 0.3105 -0.1881
H -5.84767 3.54304 -0.55136 0.1835 0.4012 0.0000
H -3.52046 1.43142 -4.45360 -0.5575 0.3522 0.4316
H -3.42457 -0.53917 -2.63503 0.5089 0.0529 -0.0764
H -5.56147 0.23591 0.76091 -0.6910 -0.2420 0.4541
C 2.56257 5.12913 -6.13556 -0.1298 -0.0189 -0.0630
C 1.71096 6.36095 -5.84809 0.1363 0.0247 -0.0151
C 2.06540 7.05099 -4.53157 -0.0850 0.0683 0.0140
C 1.85739 6.20086 -3.27711 0.0641 -0.1036 -0.0321
C 0.43790 5.66976 -3.08205 0.0183 0.0727 0.1129
C -0.60565 6.76865 -2.91508 -0.0929 -0.1432 -0.0748
H 2.41761 4.35331 -5.38161 0.0365 0.0030 -0.0027
H 2.29694 4.70027 -7.10347 0.0498 -0.0292 0.0180
H 3.62357 5.38648 -6.16239 0.0004 -0.0232 0.0357
H 0.65228 6.08705 -5.86247 -0.0009 0.0250 0.0256
H 1.85130 7.07871 -6.66128 -0.0535 0.0008 0.0148
H 1.48100 7.97200 -4.44857 0.0074 -0.0115 0.0188
H 3.11379 7.36445 -4.56607 -0.0049 -0.0089 -0.0216
H 2.13477 6.80001 -2.40389 -0.0250 -0.0102 0.0059
H 2.55128 5.35479 -3.29130 0.0071 0.0223 -0.0068
H 0.42646 5.03978 -2.18707 0.0015 -0.0252 -0.0333
H 0.15745 5.01931 -3.91681 0.0322 0.0068 -0.0077
H -0.36407 7.40891 -2.06406 0.0011 0.0185 -0.0242
H -1.58947 6.33046 -2.73672 -0.0130 0.0817 0.0306
H -0.68009 7.39518 -3.80568 0.0124 0.0158 0.0237
C -0.93459 -2.28532 0.90194 0.0026 -0.0932 0.1160
C -0.65891 -1.52799 2.19573 -0.0810 0.0754 -0.1026
C 0.31448 -0.36401 2.02250 0.0317 0.0432 0.1084
C 1.71923 -0.75437 1.55947 -0.0328 -0.0572 -0.0902
C 2.44473 -1.75283 2.46123 0.0710 0.1013 -0.0087
C 2.69180 -1.22899 3.87146 -0.0100 -0.1442 0.0115
H -0.02917 -2.75106 0.50786 -0.0210 0.0033 -0.0307
H -1.66357 -3.07791 1.07771 0.0030 -0.0001 -0.0902
H -1.34076 -1.61890 0.13659 0.0152 -0.0064 -0.0029
H -0.29075 -2.22261 2.95662 0.0200 0.0152 0.0029
H -1.60555 -1.13286 2.57526 0.0290 -0.0106 0.0351
H 0.38128 0.18225 2.96812 0.0179 0.0111 -0.0205
H -0.10393 0.34345 1.29774 -0.0229 -0.0114 0.0056
H 2.32228 0.15624 1.47982 0.0160 -0.0184 0.0148
H 1.66770 -1.16771 0.54746 -0.0130 0.0134 0.0076
H 3.40894 -1.99191 2.00367 -0.0337 -0.0398 -0.0146
H 1.88897 -2.69432 2.51039 -0.0136 0.0138 -0.0240
H 3.27577 -0.30635 3.84740 -0.0359 0.0160 0.0123
H 3.24835 -1.96255 4.45770 -0.0047 0.0472 0.0333
H 1.75696 -1.02880 4.39778 0.0175 0.0259 0.0045
C -0.38588 -5.74346 2.26741 0.0706 -0.0645 -0.1176
C -0.00396 -7.10094 2.84538 -0.1228 0.0509 0.0651
C 0.33733 -7.04867 4.33379 0.0586 -0.0991 0.0197
C 1.54198 -6.17589 4.69185 -0.0336 0.0914 -0.0466
C 2.84798 -6.55343 3.99388 0.0153 -0.0055 0.1204
C 3.33753 -7.95503 4.34062 0.0536 0.0301 -0.1279
H 0.44271 -5.03471 2.32971 -0.0390 0.0374 -0.0004
H -0.65776 -5.83904 1.21463 -0.0140 0.0655 0.0149
H -1.24095 -5.31880 2.79845 0.0305 0.0296 0.0135
H 0.83016 -7.52097 2.27636 0.0101 -0.0090 0.0330
H -0.84361 -7.78818 2.70788 0.0446 -0.0267 -0.0065
H 0.50558 -8.06841 4.69257 0.0118 0.0200 0.0139
H -0.53294 -6.67789 4.88493 -0.0080 -0.0026 -0.0240
H 1.69230 -6.22294 5.77531 0.0199 -0.0001 -0.0102
H 1.31310 -5.12932 4.46731 -0.0139 -0.0112 0.0096
H 3.61611 -5.83251 4.28830 -0.0198 0.0183 -0.0446
H 2.74088 -6.45850 2.90943 -0.0222 0.0147 0.0125
H 3.48442 -8.06079 5.41767 -0.0337 -0.0242 -0.0040
H 4.29191 -8.15672 3.85101 -0.0108 -0.0468 0.0363
H 2.63255 -8.72152 4.01447 0.0063 -0.0072 0.0317
```
Positions in Å, forces in eV/Å.

Electronic energy (a.u.): -2526.4661
Gap between HOMO and LUMO (eV): 8.43
Highest occupied orbital energy (eV): -8.303
SMILES: CC[C@H](Cl)[Si@@](N)(S)P(O)O.CCCCCC.CCCCCC.CCCCCC

These are the Löwdin partial charges, in e, on atoms 1 to 2: -0.088 -0.321